Record 1
This record from the Open Molecules 2025 dataset describes a single C4H5NO2S molecule. The level of theory is ωB97M-V/def2-TZVPD.

Atoms and positions in Å:
H  1.706  -2.033  -0.139
C  2.129  0.176  0.014
C  -1.414  1.276  -0.143
C  -0.230  0.266  -0.080
H  -1.250  2.395  -0.087
N  -2.677  0.912  -0.072
O  0.911  0.863  0.079
H  -4.428  -0.618  0.362
C  2.420  -1.095  -0.087
S  -3.069  -0.822  0.011
H  2.886  0.968  0.089
O  -0.492  -0.954  -0.155
H  3.507  -1.333  0.207

The orbital gap is 0.3322 hartree. Its largest force on an atom is 4.6 eV Å⁻¹. Its energy above the lowest of the compared OMol25 structures with the same formula, charge and spin is 333.3 kJ/mol. The charge is 0.

Record 2
This record from the Open Molecules 2025 dataset describes a single C4H5NO2S molecule. The level of theory is ωB97M-V/def2-TZVPD.

Atoms and positions in Å:
N  0.484  -1.306  -0.341
C  1.582  -0.522  -0.076
O  2.751  -0.686  -0.374
H  -1.407  0.144  -1.646
C  0.666  0.511  0.550
H  0.390  -2.249  -0.733
C  -1.664  -0.090  -0.615
S  0.656  2.130  -0.346
H  0.872  0.765  1.587
H  -0.995  -0.886  1.222
H  -0.082  2.708  0.550
O  -2.765  -0.026  -0.106
C  -0.490  -0.493  0.327

The orbital gap is 0.3780 hartree. Its largest force on an atom is 2.7 eV Å⁻¹. Its energy above the lowest of the compared OMol25 structures with the same formula, charge and spin is 189.9 kJ/mol. The charge is 0.

What is the formula in the second record? C4H5NO2S

Repeat the second record exactly.
This record from the Open Molecules 2025 dataset describes a single C4H5NO2S molecule. The level of theory is ωB97M-V/def2-TZVPD.

Atoms and positions in Å:
N  0.484  -1.306  -0.341
C  1.582  -0.522  -0.076
O  2.751  -0.686  -0.374
H  -1.407  0.144  -1.646
C  0.666  0.511  0.550
H  0.390  -2.249  -0.733
C  -1.664  -0.090  -0.615
S  0.656  2.130  -0.346
H  0.872  0.765  1.587
H  -0.995  -0.886  1.222
H  -0.082  2.708  0.550
O  -2.765  -0.026  -0.106
C  -0.490  -0.493  0.327

The orbital gap is 0.3780 hartree. Its largest force on an atom is 2.7 eV Å⁻¹. Its energy above the lowest of the compared OMol25 structures with the same formula, charge and spin is 189.9 kJ/mol. The charge is 0.